[1]
This record from the Open Molecules 2025 dataset describes an isolated molecule of CH6N2Si. The level of theory is ωB97M-V with the def2-TZVPD basis set.

Structure (XYZ):
```
10
Properties=species:S:1:pos:R:3:forces:R:3:mulliken_charge:R:1
N -0.64889 -0.96404 -1.19250 1.58 0.35 -0.95 -0.46
H 2.03323 -0.23563 0.13883 0.58 0.14 -0.03 -0.13
Si 0.99447 0.46371 0.89580 -1.03 -2.33 0.45 0.44
H 1.19422 1.87747 1.00900 -0.09 0.84 -0.21 -0.10
N -0.90086 0.50273 -1.13047 -0.70 -0.34 -0.23 -0.45
H 0.84086 -0.11815 2.28103 0.43 0.30 -0.34 -0.11
H -1.89354 0.63579 -1.29415 -0.12 -0.21 0.12 0.23
H -1.33941 -0.84989 0.86495 1.44 2.36 -2.27 0.27
H 0.30066 -1.05985 -1.62548 -0.99 0.15 0.45 0.28
C -0.58074 -0.25212 0.05300 -1.10 -1.26 3.02 0.03
```
Forces are in eV/Å.

Summary:
- total charge = 0
- E (Ha) = -440.5759
- orbital gap (eV) = 11.19
- ΔE to the lowest compared entry with this formula, charge and spin (kJ/mol) = 290.4
- SMILES = [SiH3]C1NN1

=====

[2]
This record from the Open Molecules 2025 dataset describes a cluster of 2 separate species, CH6N3 in total. The level of theory is ωB97M-V with the def2-TZVPD basis set.

Structure (XYZ):
```
10
Properties=species:S:1:pos:R:3:forces:R:3:mulliken_charge:R:1
N 1.39923 -1.23597 0.69120 4.36 -2.12 4.47 -0.30
N -0.08667 0.52009 0.73973 -1.22 0.33 -1.15 -0.36
H 1.84710 -1.17238 1.70317 -1.43 0.00 -2.95 0.33
N -1.21057 0.87768 -0.01024 1.49 -5.18 -0.77 -0.23
H -1.24487 1.76480 -0.34457 0.60 3.63 -1.27 0.27
H 1.66053 -1.99669 0.12547 0.76 -1.04 -0.46 0.25
C 0.49098 -0.51144 0.25120 -3.96 2.84 -1.09 0.40
H -2.11562 0.68496 0.37628 -0.44 -0.66 0.75 0.31
H -0.94536 -0.26283 -1.19389 -0.80 2.05 1.80 0.48
H -0.04538 -0.84968 -0.80545 0.65 0.15 0.68 -0.13
```
Forces are in eV/Å.

Summary:
- total charge = +1
- E (Ha) = -205.5608
- orbital gap (eV) = 9.52
- ΔE to the lowest compared entry with this formula, charge and spin (kJ/mol) = 516.2

=====

[3]
This record from the Open Molecules 2025 dataset describes a cluster of 2 separate species, CH6N3 in total. The level of theory is ωB97M-V with the def2-TZVPD basis set.

Structure (XYZ):
```
10
Properties=species:S:1:pos:R:3:forces:R:3:mulliken_charge:R:1
N -2.03718 -0.21349 -0.18724 2.94 1.76 1.88 -0.40
H 2.56901 -0.68262 -0.42631 1.30 -0.34 -0.50 0.25
H -0.36281 1.08811 0.94967 0.91 -1.67 -0.56 0.33
H -2.24762 0.77902 -0.57694 0.21 -1.93 1.23 0.32
H 2.04089 0.68577 0.49822 1.30 1.23 1.35 0.22
N 1.88574 -0.04680 -0.11967 0.29 -0.45 -0.63 -0.25
H 0.27041 -1.03008 -1.11325 0.95 0.50 1.69 0.34
H -2.50400 -0.37800 0.77966 0.92 0.78 -1.93 0.33
C 0.65478 -0.35936 -0.26067 -2.39 -1.39 -2.47 0.22
N -0.26921 0.15745 0.45654 -6.42 1.51 -0.06 -0.36
```
Forces are in eV/Å.

Summary:
- total charge = +1
- E (Ha) = -205.6115
- orbital gap (eV) = 10.89
- ΔE to the lowest compared entry with this formula, charge and spin (kJ/mol) = 383.1

=====

[4]
This record from the Open Molecules 2025 dataset describes the ion CH6N3 with charge +1. The level of theory is ωB97M-V with the def2-TZVPD basis set.

Structure (XYZ):
```
10
Properties=species:S:1:pos:R:3:forces:R:3:mulliken_charge:R:1
H -1.29439 -1.28081 -0.71775 1.54 1.12 1.84 0.33
H -1.20840 1.08199 -0.80912 0.40 -1.10 0.12 0.36
H 1.46771 -0.96940 -0.82295 0.04 -0.98 -2.01 0.22
H -1.44439 0.95457 0.81175 2.31 -0.39 -1.04 0.39
N -0.77376 0.57762 0.00659 -3.68 4.06 0.91 0.16
C 0.90187 -0.66916 -0.00219 -3.72 0.56 -0.47 -0.22
N -0.76064 -0.79655 0.10771 1.91 -4.20 -2.29 -0.46
N 0.61098 0.73875 -0.05676 1.26 2.02 0.39 -0.37
H 1.45153 -0.94663 0.81621 0.49 -1.12 2.60 0.30
H 1.04950 1.30960 0.66651 -0.55 0.04 -0.07 0.29
```
Forces are in eV/Å.

Summary:
- total charge = +1
- E (Ha) = -205.5514
- orbital gap (eV) = 11.24
- ΔE to the lowest compared entry with this formula, charge and spin (kJ/mol) = 540.8
- SMILES = C1N[NH2+]N1

=====

- Look up the E of the second one.
  -205.5608 Ha

=====

- Look up the ΔE to the lowest compared entry with this formula, charge and spin of the third one.
  383.1 kJ/mol

=====

Copy entry 3 word for word.
This record from the Open Molecules 2025 dataset describes a cluster of 2 separate species, CH6N3 in total. The level of theory is ωB97M-V with the def2-TZVPD basis set.

Structure (XYZ):
```
10
Properties=species:S:1:pos:R:3:forces:R:3:mulliken_charge:R:1
N -2.03718 -0.21349 -0.18724 2.94 1.76 1.88 -0.40
H 2.56901 -0.68262 -0.42631 1.30 -0.34 -0.50 0.25
H -0.36281 1.08811 0.94967 0.91 -1.67 -0.56 0.33
H -2.24762 0.77902 -0.57694 0.21 -1.93 1.23 0.32
H 2.04089 0.68577 0.49822 1.30 1.23 1.35 0.22
N 1.88574 -0.04680 -0.11967 0.29 -0.45 -0.63 -0.25
H 0.27041 -1.03008 -1.11325 0.95 0.50 1.69 0.34
H -2.50400 -0.37800 0.77966 0.92 0.78 -1.93 0.33
C 0.65478 -0.35936 -0.26067 -2.39 -1.39 -2.47 0.22
N -0.26921 0.15745 0.45654 -6.42 1.51 -0.06 -0.36
```
Forces are in eV/Å.

Summary:
- total charge = +1
- E (Ha) = -205.6115
- orbital gap (eV) = 10.89
- ΔE to the lowest compared entry with this formula, charge and spin (kJ/mol) = 383.1